Entry 1:
13
Properties=species:S:1:pos:R:3:forces:R:3:mulliken_charge:R:1 method="wB97M-V/def2-TZVPD" largest_force_ev_per_a=3.7 s2=0.754 relative_energy_kcal_mol=0.0 charge=+1 homo_energy_ev="-15.7 / -15.7" multiplicity=2
C -0.364 1.446 -1.956 0.18 -1.62 -1.63 -0.5784
N -0.635 0.367 -1.044 0.68 2.24 2.88 -0.0588
H -0.190 2.343 -1.346 0.04 0.13 0.20 0.3451
H -1.148 1.618 -2.712 0.11 -0.03 0.63 0.3198
H 0.573 1.133 -2.459 -0.33 0.67 0.18 0.3076
H 0.163 0.228 -0.390 0.79 -1.11 -0.92 0.3125
H -1.387 0.425 -0.340 -0.97 -0.31 -1.28 0.3378
H -1.297 -1.203 1.172 -0.20 -0.44 -0.02 0.2937
H -1.790 -0.408 2.381 0.03 -0.23 0.18 0.3334
O -1.213 -1.142 2.125 0.14 0.55 -0.14 -0.6054
H 2.996 -0.729 0.247 -0.10 -0.12 0.24 0.3185
H 1.855 -1.017 1.303 0.47 0.17 -0.41 0.3368
O 2.078 -0.552 0.477 -0.83 0.10 0.09 -0.6624

***

Entry 2:
14
Properties=species:S:1:pos:R:3:forces:R:3:mulliken_charge:R:1 method="wB97M-V/def2-TZVPD" largest_force_ev_per_a=3.9 relative_energy_kcal_mol=38.7 charge=-1 homo_energy_ev=-3.3 multiplicity=1
C -0.641 -0.326 -1.535 2.43 2.00 0.62 -0.9761
S 0.914 -0.943 -0.576 -1.55 0.65 -0.95 -0.6501
H -0.728 -0.866 -2.397 0.12 -1.80 -2.43 0.3153
H -0.643 0.732 -1.943 0.53 -0.73 0.87 0.2251
H -1.584 -0.435 -1.112 -1.61 -0.26 1.67 0.3093
H 0.261 -0.468 3.208 0.08 -0.45 -1.44 0.2597
H 0.625 -0.800 1.543 -0.19 0.58 1.48 0.2349
O 0.918 -0.530 2.488 0.28 0.10 0.12 -0.6687
H 1.582 3.594 -1.241 -0.48 1.89 0.36 0.3442
H 0.349 3.897 -0.473 1.50 1.71 -0.87 0.3362
O 1.096 4.428 -0.933 -1.01 -3.69 0.53 -0.6830
H -0.012 -3.064 1.007 -1.87 0.46 1.35 0.3328
H -1.194 -2.357 0.572 -0.05 -0.28 1.19 0.2802
O -0.944 -2.861 1.393 1.83 -0.19 -2.50 -0.6598

***

Entry 3:
14
Properties=species:S:1:pos:R:3:forces:R:3:mulliken_charge:R:1 method="wB97M-V/def2-TZVPD" largest_force_ev_per_a=1.5 relative_energy_kcal_mol=3.6 charge=-1 homo_energy_ev=-4.3 multiplicity=1
C 1.374 -0.762 -0.708 -1.21 -0.34 0.75 -0.8097
O 0.135 -0.198 -0.372 0.83 1.29 0.00 -0.9268
H 2.146 -0.037 -0.991 -0.02 0.12 -0.10 0.2481
H 1.723 -1.301 0.189 0.53 -0.15 -0.22 0.2404
H 1.247 -1.500 -1.506 0.23 -0.10 -0.24 0.2800
H -1.252 1.289 -0.446 0.32 -0.09 0.02 0.4223
H -1.125 2.158 0.781 0.22 -0.07 -0.04 0.3271
O -1.652 2.063 -0.019 -0.36 0.14 -0.01 -0.6967
H 0.616 0.742 2.303 0.05 0.03 0.02 0.2809
H 0.709 0.822 0.784 -0.28 -0.12 0.02 0.3958
O 0.957 1.330 1.622 -0.06 0.06 0.03 -0.7157
H -0.970 -1.050 -0.592 0.52 -0.78 -0.46 0.4765
H -2.312 -1.701 -0.207 -0.09 -0.29 -0.19 0.2490
O -1.597 -1.854 -0.838 -0.67 0.30 0.42 -0.7712

***

Entry 4:
5
Properties=species:S:1:pos:R:3:forces:R:3:mulliken_charge:R:1 method="wB97M-V/def2-TZVPD" largest_force_ev_per_a=1.7 charge=-1 homo_energy_ev="-1.7 / -1.9" multiplicity=1
O -0.358 -2.239 -0.348 -0.71 0.46 -0.65 -0.2751
H -1.031 -2.907 -0.136 0.42 -0.81 0.29 0.2800
C 0.339 -1.812 0.698 -0.21 1.59 -0.24 -0.2979
F 0.084 2.678 -0.119 -0.10 0.20 -0.16 -0.8199
Ag 0.269 0.631 -0.030 0.59 -1.44 0.75 0.1129

***

Entry 5:
12
Properties=species:S:1:pos:R:3:forces:R:3:mulliken_charge:R:1 method="wB97M-V/def2-TZVPD" largest_force_ev_per_a=5.0 homo_energy_ev="-7.7 / -7.7" multiplicity=1
Al 0.204 0.722 0.085 4.92 -0.01 0.78 0.5492
N 2.209 -0.083 0.425 -2.13 0.60 1.69 -0.2335
S 1.521 -1.467 -0.219 2.26 -3.85 1.84 0.5930
O 1.504 -2.442 0.953 -0.07 2.51 -2.62 -0.5602
O 0.004 -1.030 -0.407 -1.58 2.95 -0.08 -0.3487
S 2.512 1.397 -0.315 1.01 -0.22 -1.93 0.0985
O 1.425 2.487 0.247 -3.25 -2.40 0.31 -0.4794
C -2.508 0.492 -0.440 -2.48 -0.96 -1.14 0.4870
F -1.564 0.793 0.543 0.33 0.91 0.93 0.0024
F -3.304 1.545 -0.488 0.43 -0.18 -0.07 -0.1999
F -3.184 -0.550 0.008 0.55 0.52 -0.16 -0.1846
H -2.017 0.272 -1.403 0.01 0.14 0.47 0.2762

***

Entry 6:
13
Properties=species:S:1:pos:R:3:forces:R:3:mulliken_charge:R:1 method="wB97M-V/def2-TZVPD" largest_force_ev_per_a=8.3 s2=2.016 relative_energy_kcal_mol=0.0 charge=+2 homo_energy_ev="-18.1 / -18.5" multiplicity=3
Au 1.611 1.829 0.898 -1.36 5.81 5.80 0.7230
N -0.387 -0.128 -0.121 2.39 -0.42 1.82 -0.4408
S 1.079 -0.455 -0.706 1.00 -1.67 -0.27 0.4996
O 2.107 0.658 -0.354 1.35 -4.63 -5.31 -0.4178
S -0.594 0.946 1.243 -2.22 1.65 -0.90 0.4731
O -1.732 1.912 0.501 2.93 -1.86 2.40 -0.5688
C 1.662 -1.739 0.542 0.70 -1.41 0.39 0.8280
F 0.901 -2.814 0.438 -0.07 0.55 -0.20 -0.1799
F 1.573 -1.253 1.776 -0.24 0.44 -0.11 -0.2062
F 2.921 -2.055 0.289 -0.52 0.47 -0.18 -0.1574
Mg -1.748 0.716 -0.918 -2.06 0.88 -2.45 1.2127
O -3.419 0.805 -1.744 -0.87 -0.80 -0.66 -0.1770
H -3.974 1.578 -1.844 -1.03 0.99 -0.31 0.4116

***

Entry 7:
6
Properties=species:S:1:pos:R:3:forces:R:3:mulliken_charge:R:1 method="wB97M-V/def2-TZVPD" largest_force_ev_per_a=3.9 relative_energy_kcal_mol=0.0 charge=+2 homo_energy_ev=-22.6 multiplicity=1
O -2.410 -0.041 -0.186 1.68 0.72 -0.19 0.0520
C -1.359 0.377 -0.245 -3.86 0.02 -0.13 0.0552
H 0.574 0.938 0.164 -0.06 -0.82 -0.14 0.4570
O 1.019 0.057 0.075 0.04 0.93 0.57 0.1736
Li -0.180 -1.310 0.278 -0.61 -0.96 0.27 0.8849
Be 2.357 -0.022 -0.086 2.81 0.12 -0.37 0.3772

***

Entry 8:
13
Properties=species:S:1:pos:R:3:forces:R:3:mulliken_charge:R:1 method="wB97M-V/def2-TZVPD" largest_force_ev_per_a=6.9 homo_energy_ev="-8.7 / -8.7" multiplicity=1
N -0.811 1.909 0.333 0.92 -0.73 -0.69 -0.4507
S 0.859 2.011 0.848 -0.96 -0.12 -0.05 -0.2042
O 2.698 -0.130 0.833 2.48 -2.44 0.72 -0.3543
S -1.248 0.720 -0.548 -3.90 1.39 0.23 1.0153
O -0.136 -0.004 -1.282 -2.31 -1.06 -0.23 -0.5935
O -2.432 0.991 -1.371 2.12 -0.54 1.19 -0.6010
C -1.855 -0.659 0.569 -0.34 0.38 -0.29 0.7495
F -0.864 -1.129 1.317 0.49 -0.10 0.19 -0.2378
F -2.804 -0.186 1.369 0.09 0.05 -0.08 -0.2245
F -2.359 -1.660 -0.144 0.04 -0.10 -0.13 -0.2187
Bi 1.809 0.399 -0.828 -1.79 5.30 -3.99 1.2117
O 3.559 -0.650 -0.539 3.03 -1.49 2.52 -0.4576
H 3.584 -1.613 -0.557 0.14 -0.54 0.60 0.3657

***

Entry 9:
7
Properties=species:S:1:pos:R:3:forces:R:3:mulliken_charge:R:1 method="wB97M-V/def2-TZVPD" largest_force_ev_per_a=1.8 relative_energy_kcal_mol=70.5 homo_energy_ev="-8.3 / -7.5" multiplicity=1
C -1.685 0.390 -0.294 0.25 0.56 -0.17 -0.4231
P 1.634 -1.094 0.359 0.64 -0.57 0.35 0.2974
Cl 2.335 -0.380 2.157 -0.02 0.06 -0.11 -0.1774
Cl 1.682 0.518 -0.828 -0.06 0.40 -0.08 -0.1258
Br -0.859 -0.859 0.819 -0.73 0.73 -0.71 0.1595
Br -1.618 -0.048 -2.216 -0.11 0.43 1.42 -0.1045
H -1.489 1.471 0.002 0.01 -1.60 -0.70 0.3739

***

Entry 10:
6
Properties=species:S:1:pos:R:3:forces:R:3:mulliken_charge:R:1 method="wB97M-V/def2-TZVPD" largest_force_ev_per_a=2.2 relative_energy_kcal_mol=6.0 homo_energy_ev=-9.9 multiplicity=1
C -0.281 0.250 -0.135 1.03 -0.39 0.63 0.1417
F -0.464 0.582 1.181 -0.04 -0.59 -0.77 -0.1537
S 1.041 -1.147 -0.281 -0.70 0.93 1.88 -0.1383
Br 0.339 1.905 -0.979 -0.13 -0.49 -0.03 -0.0224
Br -1.970 -0.329 -0.910 0.44 0.15 0.24 -0.0087
H 1.334 -1.261 1.124 -0.60 0.39 -1.95 0.1814

***

Entry 11:
7
Properties=species:S:1:pos:R:3:forces:R:3:mulliken_charge:R:1 method="wB97M-V/def2-TZVPD" largest_force_ev_per_a=2.0 relative_energy_kcal_mol=112.3 charge=-1 homo_energy_ev="-4.2 / -4.0" multiplicity=1
C 1.830 -0.032 -0.233 -1.55 -0.40 0.15 -0.2215
O 2.023 1.224 -2.485 0.42 2.01 0.00 -0.5710
O 1.604 -1.065 -2.663 -0.17 -1.73 0.15 -0.5701
S 2.387 -0.071 -1.948 -0.17 0.14 -1.20 0.5199
Br 2.598 1.311 0.763 0.79 1.54 0.78 -0.0796
Br 2.251 -1.692 0.557 -0.15 -1.06 0.45 -0.1526
H -0.273 0.696 0.199 0.83 -0.49 -0.34 0.0748

***

Entry 12:
6
Properties=species:S:1:pos:R:3:forces:R:3:mulliken_charge:R:1 method="wB97M-V/def2-TZVPD" largest_force_ev_per_a=2.3 relative_energy_kcal_mol=20.3 homo_energy_ev=-10.2 multiplicity=1
C 0.054 0.027 -0.174 0.92 1.55 -0.33 0.1547
O -0.306 -0.820 0.750 0.83 -1.78 -1.16 -0.3574
Br 0.069 -0.818 -1.910 0.19 -0.20 0.14 0.0035
Br 2.122 0.616 0.214 -1.93 -0.24 -0.29 -0.1264
Br -1.124 1.638 -0.395 0.77 -0.65 0.62 -0.0453
H -0.814 -0.643 1.515 -0.78 1.33 1.02 0.3709